1.
Here is 2 unconnected molecules or ions with the total composition C40H43N2O3 in a non-equilibrium geometry from the Open Molecules 2025 dataset. Energies are from the ωB97M-V functional and the def2-TZVPD basis.

Calculated values
Lowest unoccupied orbital energy in eV: -4.74
Energy above the lowest of the compared OMol25 structures with the same formula, charge and spin in kcal/mol: 0.0
Kohn-Sham gap in eV: 5.363
Spin multiplicity: 1
HOMO in eV: -10.100
Total charge: +1

Last column: Löwdin charge in e.
Positions of all 88 atoms, in Å:
C (3.519, 3.059, 6.632)  -0.043
O (2.693, 3.841, 5.740)  -0.052
C (1.783, 3.167, 4.986)  -0.221
C (1.180, 3.870, 3.913)  0.038
C (0.412, 3.175, 3.021)  0.003
C (0.238, 1.769, 3.073)  -0.189
C (-0.544, 1.117, 2.074)  0.058
C (-0.971, -0.207, 2.200)  -0.078
C (-2.211, -0.664, 1.766)  0.033
C (-2.812, -1.867, 2.231)  -0.216
C (-4.035, -2.314, 1.653)  0.004
C (-4.600, -3.512, 2.013)  0.023
C (-3.961, -4.329, 2.982)  -0.229
O (-4.425, -5.600, 3.111)  -0.059
C (-3.690, -6.529, 3.936)  -0.045
C (-2.826, -3.840, 3.685)  0.007
C (-2.242, -2.650, 3.276)  0.004
C (0.779, 1.096, 4.211)  0.014
C (1.479, 1.793, 5.177)  0.005
H (4.276, 3.763, 6.977)  0.100
H (2.924, 2.691, 7.477)  0.099
H (3.993, 2.216, 6.112)  0.102
H (1.336, 4.941, 3.815)  0.131
H (-0.064, 3.704, 2.208)  0.083
H (-0.936, 1.728, 1.259)  0.105
H (-0.297, -0.914, 2.699)  0.105
H (-2.761, -0.087, 1.019)  0.138
H (-4.513, -1.685, 0.903)  0.129
H (-5.525, -3.883, 1.565)  0.134
H (-4.196, -7.481, 3.779)  0.100
H (-2.641, -6.604, 3.618)  0.101
H (-3.745, -6.251, 4.996)  0.099
H (-2.411, -4.414, 4.511)  0.112
H (-1.341, -2.310, 3.788)  0.112
H (0.662, 0.021, 4.318)  0.112
H (1.819, 1.294, 6.087)  0.115
C (0.521, -2.640, -0.458)  -0.005
N (0.564, -1.531, -1.385)  0.002
C (-0.552, -1.112, -2.070)  -0.395
O (-1.715, -1.441, -1.830)  0.047
C (-0.092, -0.097, -3.103)  -0.167
C (0.014, -0.747, -4.511)  -0.079
C (-0.917, -0.212, -5.573)  -0.220
C (-0.438, -0.017, -6.879)  -0.041
C (-1.263, 0.549, -7.856)  -0.081
C (-2.584, 0.891, -7.542)  -0.091
C (-3.081, 0.637, -6.259)  -0.079
C (-2.256, 0.071, -5.276)  -0.039
N (1.250, 0.234, -2.613)  -0.037
C (1.453, 1.410, -1.913)  -0.083
C (0.509, 1.979, -1.119)  -0.036
C (0.683, 3.252, -0.464)  -0.243
C (-0.464, 3.971, -0.055)  -0.085
C (-0.349, 5.261, 0.455)  -0.101
C (0.913, 5.864, 0.544)  -0.084
C (2.068, 5.140, 0.200)  -0.069
C (1.965, 3.834, -0.281)  -0.022
C (1.763, -0.979, -1.964)  -0.402
C (2.345, -1.954, -3.010)  -0.100
C (3.330, -2.810, -2.227)  -0.167
C (3.715, -2.013, -0.955)  -0.165
C (2.908, -0.712, -0.967)  -0.093
H (-0.528, -2.797, -0.175)  0.088
H (0.923, -3.569, -0.901)  0.098
H (1.093, -2.404, 0.452)  0.088
H (-0.750, 0.782, -3.105)  0.155
H (1.046, -0.602, -4.860)  0.112
H (-0.153, -1.836, -4.383)  0.131
H (0.593, -0.291, -7.114)  0.112
H (-0.876, 0.728, -8.859)  0.104
H (-3.227, 1.359, -8.293)  0.105
H (-4.112, 0.880, -6.008)  0.102
H (-2.642, -0.143, -4.276)  0.110
H (2.466, 1.822, -2.023)  0.123
H (-0.480, 1.513, -1.074)  0.111
H (-1.444, 3.496, -0.152)  0.117
H (-1.243, 5.782, 0.800)  0.114
H (0.999, 6.880, 0.935)  0.107
H (3.051, 5.606, 0.301)  0.109
H (2.857, 3.256, -0.556)  0.111
H (1.562, -2.541, -3.502)  0.114
H (2.846, -1.346, -3.779)  0.130
H (2.865, -3.766, -1.960)  0.099
H (4.208, -3.037, -2.838)  0.110
H (3.472, -2.594, -0.057)  0.100
H (4.794, -1.820, -0.932)  0.110
H (3.526, 0.114, -1.351)  0.119
H (2.516, -0.405, 0.013)  0.121



2.
Here is 2 unconnected molecules or ions with the total composition C2H7NO2S in a non-equilibrium geometry from the Open Molecules 2025 dataset. Energies are from the ωB97M-V functional and the def2-TZVPD basis.

Calculated values
Lowest unoccupied orbital energy in eV: 0.36
Structure (SMILES): NC(=O)CS.O
Energy above the lowest of the compared OMol25 structures with the same formula, charge and spin in kcal/mol: 12.2
Kohn-Sham gap in eV: 9.484
Spin multiplicity: 1
HOMO in eV: -9.124

Last column: Löwdin charge in e.
Positions of all 13 atoms, in Å:
N (0.179, 0.176, -0.449)  0.129
C (0.195, -1.034, 0.133)  -0.589
O (1.305, -1.615, 0.195)  -0.011
C (-1.127, -1.542, 0.770)  -0.473
S (-2.544, -1.225, -0.309)  0.726
H (0.958, 0.722, -0.825)  0.081
H (-0.760, 0.581, -0.414)  0.050
H (-1.031, -2.604, 1.065)  0.090
H (-1.213, -0.941, 1.696)  0.086
H (-2.504, 0.115, -0.148)  -0.144
O (2.170, 2.329, -0.952)  -0.079
H (1.634, 3.044, -0.541)  0.065
H (2.738, 1.994, -0.221)  0.069



3.
Here is a molecular structure, C9H7IN2O6RuS2Se4 in a non-equilibrium geometry from the Open Molecules 2025 dataset. Energies are from the ωB97M-V functional and the def2-TZVPD basis.

Calculated values
Lowest unoccupied orbital energy (spin up / spin down) in eV: -0.58 / -3.57
Kohn-Sham gap (spin up / spin down) in eV: 7.955 / 4.363
Spin multiplicity: 5
HOMO (spin up / spin down) in eV: -8.537 / -7.937

Last column: Löwdin charge in e.
Positions of all 32 atoms, in Å:
Ru (0.192, -0.125, -0.790)  0.739
Se (-1.190, 0.112, -2.671)  0.160
Se (-2.613, 1.778, -2.433)  0.113
Se (-3.003, 0.756, 1.234)  0.123
Se (-1.430, -0.733, 0.748)  0.223
O (2.018, 0.049, -1.827)  -0.414
S (2.818, -0.121, -0.576)  0.525
O (3.911, 0.794, -0.482)  -0.254
O (1.854, -0.021, 0.548)  -0.396
C (3.483, -1.774, -0.597)  -0.223
C (4.863, -1.859, -0.706)  -0.044
C (5.478, -3.097, -0.793)  -0.052
C (4.712, -4.252, -0.788)  -0.047
C (3.333, -4.173, -0.671)  -0.038
C (2.711, -2.939, -0.563)  -0.213
S (0.942, -2.980, -0.293)  0.478
O (0.348, -2.088, -1.360)  -0.525
O (0.521, -4.336, -0.452)  -0.266
O (0.721, -2.408, 1.018)  -0.419
H (5.432, -0.940, -0.715)  0.114
H (6.555, -3.157, -0.867)  0.111
H (5.189, -5.220, -0.871)  0.112
H (2.709, -5.055, -0.655)  0.115
I (2.535, 5.448, -0.806)  0.900
C (1.383, 3.824, -0.262)  -0.741
C (0.822, 3.575, 0.974)  -0.100
N (0.165, 2.414, 0.873)  0.023
N (0.263, 1.900, -0.358)  -0.170
C (1.014, 2.744, -1.063)  -0.182
H (0.847, 4.152, 1.882)  0.131
H (-0.377, 1.945, 1.581)  0.095
H (1.251, 2.557, -2.096)  0.122



So what do the calculations give for E? Going down the list: -1884.9683; -683.8264; -11702.7712 Ha.